1.
99
Properties=species:S:1:pos:R:3:forces:R:3 method="wB97M-V/def2-TZVPD" homo_ev="-10.04 / -10.05" orbital_gap_ev="6.37 / 5.47" spin_multiplicity=2 total_charge=+1
Ru -0.306445 0.142020 0.196688 1.5996 -3.2513 -2.0168
C 1.924264 0.159733 2.690459 -0.0925 -0.1970 -0.1406
C 2.725619 0.999985 1.691914 -0.2778 -0.0346 0.1065
P 2.143298 0.672859 -0.029217 0.4585 0.5079 -0.0618
C 2.196247 2.229844 -0.963599 -0.3835 0.0768 0.0314
C 2.788071 3.400984 -0.499276 0.0502 -0.0092 0.0080
C 2.749371 4.552043 -1.273286 0.0739 0.0487 0.0277
C 2.131972 4.541761 -2.516887 -0.0457 -0.0445 -0.0662
C 1.543029 3.374550 -2.988472 0.0898 -0.0178 0.0468
C 1.563112 2.223368 -2.211135 0.0634 0.0551 -0.0097
C 3.643241 -0.184464 -0.652578 0.0436 -0.1232 0.2483
C 4.121311 -1.296207 0.049176 -0.1548 0.0213 -0.0721
C 5.310046 -1.894860 -0.321850 0.0370 -0.0503 0.0268
C 6.047832 -1.387253 -1.387129 0.0070 0.0041 0.0454
C 5.583365 -0.280630 -2.073213 -0.0306 0.0768 -0.0427
C 4.383653 0.325150 -1.709244 -0.0473 0.0157 -0.0043
P 0.141610 0.583144 2.496473 0.0180 0.5716 -0.5968
C 0.280615 2.359592 2.910983 -0.2660 -0.0136 0.0362
C 0.429927 2.783445 4.231866 0.0210 0.0419 -0.0134
C 0.681442 4.119466 4.511244 0.0121 -0.0709 0.0400
C 0.799402 5.040844 3.478420 0.0692 0.0200 0.0050
C 0.664961 4.625291 2.161971 -0.0090 -0.0097 -0.0282
C 0.395697 3.292310 1.884099 0.0001 0.0217 0.2172
C -0.693855 -0.134143 3.925293 -0.3149 -0.1896 -0.2363
C -0.221415 -1.285519 4.547507 0.0678 0.0420 -0.0227
C -0.919766 -1.831253 5.616365 0.0054 -0.0295 0.0285
C -2.099009 -1.244951 6.051196 -0.0059 0.0060 -0.0261
C -2.592238 -0.112906 5.411268 -0.0085 -0.0085 0.0079
C -1.895774 0.437645 4.348546 0.0290 -0.0444 0.0088
H 2.225668 0.370439 3.716885 0.0110 0.0122 0.0495
H 2.057427 -0.907865 2.497786 -0.0032 0.0001 -0.0020
H 3.786124 0.773120 1.742234 0.0715 -0.0061 0.0442
H 2.579976 2.054099 1.918019 0.1006 0.0542 0.0138
H 3.283400 3.427149 0.463831 0.0071 0.0029 -0.0363
H 3.218006 5.458392 -0.908552 -0.0228 -0.0354 -0.0112
H 2.115636 5.440241 -3.122513 0.0032 -0.0410 0.0414
H 1.069062 3.357123 -3.962701 0.0173 0.0057 0.0361
H 1.101345 1.310348 -2.572956 -0.0281 0.0023 0.0141
H 3.544388 -1.713840 0.866784 0.0202 -0.0139 -0.0167
H 5.667634 -2.760152 0.223223 -0.0234 0.0357 -0.0275
H 6.987470 -1.846636 -1.667790 -0.0590 -0.0058 0.0016
H 6.157884 0.132877 -2.893040 -0.0351 -0.0298 0.0150
H 4.040439 1.197858 -2.247500 0.0478 -0.0245 -0.0433
H 0.357390 2.071517 5.046081 -0.0180 0.0178 -0.0183
H 0.801019 4.436172 5.539865 -0.0234 0.0087 -0.0385
H 1.014614 6.078801 3.701758 -0.0402 -0.0405 -0.0121
H 0.776790 5.332978 1.348666 -0.0263 -0.0181 0.0310
H 0.294722 2.968532 0.857876 0.0062 0.0042 -0.1248
H 0.690639 -1.759763 4.203721 -0.0196 0.0146 0.0534
H -0.538318 -2.714512 6.112533 -0.0142 0.0113 -0.0265
H -2.638336 -1.670746 6.887797 0.0153 0.0095 -0.0262
H -3.516593 0.341021 5.745509 0.0252 -0.0106 -0.0096
H -2.274214 1.325169 3.853411 -0.0106 0.0058 0.0428
C -2.587879 3.005877 0.765797 0.1323 0.0476 -0.0135
As -2.029641 1.710410 -0.580056 -0.5822 0.2873 0.9796
C -1.847427 2.890754 -2.100679 0.4527 -0.2523 -0.1512
C -3.833430 0.988819 -0.803233 0.0667 -0.2223 0.0198
C -4.082079 -0.329819 -1.542789 0.0293 0.0219 -0.3110
C -3.227136 -0.407253 -2.812336 -0.0762 0.0885 0.1598
C -3.800459 -1.501615 -0.603765 0.1574 0.2438 -0.0540
As -1.933229 -1.855879 -0.105691 -0.4418 0.4592 0.6995
C -1.655785 -3.495297 -1.200856 0.3859 -0.0080 -0.3745
C -2.269405 -2.744418 1.590028 0.2966 0.1613 0.1037
C -5.584661 -0.333176 -1.884159 0.0294 -0.1025 0.0218
As -6.502813 -1.710149 -2.993532 -0.2427 -0.0152 -0.0556
C -5.394635 -3.333097 -2.959070 0.1313 0.0693 0.0385
C -5.971628 -1.079545 -4.774107 0.1413 -0.0503 -0.0174
H -3.583301 3.378187 0.530481 -0.0229 -0.0044 -0.0695
H -1.892429 3.838533 0.819015 -0.0280 0.0360 -0.0010
H -2.604769 2.508663 1.733843 -0.0293 0.0118 0.0245
H -2.767595 3.460668 -2.198498 -0.0954 -0.0254 0.0506
H -1.656457 2.320922 -3.007708 -0.0204 -0.0018 -0.0115
H -1.009854 3.562104 -1.925516 0.0002 0.0354 -0.0012
H -4.370330 1.798974 -1.297521 0.0182 0.1067 -0.0355
H -4.220519 0.919601 0.215738 -0.0689 0.0371 0.0318
H -2.160262 -0.360814 -2.573787 0.0260 0.0037 -0.0611
H -3.474853 0.413257 -3.492226 -0.0018 -0.0284 0.0127
H -3.385639 -1.348644 -3.332229 0.0336 0.0446 -0.0223
H -4.124541 -2.428002 -1.071601 -0.0146 -0.0521 0.0488
H -4.361524 -1.372673 0.323580 -0.0262 -0.0191 0.0561
H -2.511447 -4.118672 -0.936847 -0.1585 0.1274 0.1984
H -0.738421 -3.961562 -0.847752 0.0538 0.0137 0.0856
H -0.734114 -3.174189 -2.840510 0.0280 0.0645 0.1060
H -3.001190 -3.536629 1.444325 -0.0270 -0.0254 -0.0389
H -2.644001 -2.029800 2.321389 -0.0122 0.0267 -0.0021
H -1.336210 -3.168681 1.957512 -0.0087 -0.0285 0.0065
H -5.833388 0.587756 -2.421510 0.0086 0.0077 -0.0077
H -6.156113 -0.297214 -0.952797 -0.0011 -0.0018 0.0313
H -5.526694 -3.865720 -2.017131 -0.0237 -0.0013 -0.0153
H -4.333477 -3.158563 -3.139426 -0.0336 -0.0685 -0.0168
H -5.779284 -3.969879 -3.755545 -0.0188 -0.0020 -0.0043
H -6.213579 -0.021772 -4.875540 -0.0102 -0.0031 0.0177
H -6.546133 -1.628586 -5.518754 -0.0118 -0.0138 0.0131
H -4.910300 -1.230336 -4.969373 -0.0398 0.0346 -0.0237
O 0.742763 -1.976789 0.011247 -1.3551 0.7236 1.1362
S 1.099024 -1.688867 -1.466643 2.6671 0.3313 -1.2964
O -1.665687 -3.299647 -2.567704 -0.1226 -0.0279 -0.0638
O 0.019768 -0.685260 -1.910691 -1.5173 0.7386 1.0171
O 1.008104 -2.894545 -2.296983 -0.6781 -0.1434 0.2929

2.
101
Properties=species:S:1:pos:R:3:forces:R:3 method="wB97M-V/def2-TZVPD" homo_ev=-7.38 orbital_gap_ev=6.80
Ni 2.074360 1.090892 -0.904959 -0.3396 -0.2767 0.2065
C 1.690060 -4.314645 -1.958240 0.0174 0.0457 0.0185
C 0.562886 -3.373261 -1.690468 0.1104 -0.0374 -0.0077
C -0.743369 -3.702280 -1.805643 -0.1170 -0.0324 -0.0351
C -1.769816 -2.751233 -1.518324 -0.0070 -0.0198 -0.0308
N -1.480318 -1.548822 -1.127766 0.0298 0.0207 0.0551
N -0.184932 -1.222436 -1.011827 -0.0533 -0.0403 0.0111
B 0.181315 0.071764 -0.269337 0.1447 0.2138 -0.1758
N -0.972187 1.074665 -0.493752 -0.0320 -0.0139 -0.0259
N -1.997280 1.006577 0.360579 -0.0013 0.0171 0.0169
C -3.028496 1.767415 0.140704 0.0357 -0.0136 0.0284
C -3.076485 2.615616 -0.998828 -0.0686 0.0249 0.0128
C -2.032692 2.682036 -1.862532 0.0020 0.0662 -0.1026
C -2.010374 3.568803 -3.064915 0.0105 -0.0204 0.0306
C -0.891915 1.878999 -1.556460 0.0279 -0.0337 0.0054
S 0.576769 1.927719 -2.411990 0.0081 -0.0833 0.1382
C -4.169544 1.730757 1.144927 -0.0202 -0.0239 -0.0350
C -3.853561 0.770329 2.289391 0.0174 -0.0148 0.0087
C -4.373532 3.142911 1.711431 0.0122 -0.0044 -0.0095
C -5.451662 1.271710 0.435447 0.0250 0.0420 0.0166
N 0.364749 -0.184809 1.233574 -0.0244 -0.0521 0.0344
N -0.016150 -1.351625 1.748804 -0.0245 0.0046 0.0105
C 0.045952 -1.489771 3.042058 -0.0144 -0.0246 -0.0165
C 0.492834 -0.425252 3.870056 -0.0031 -0.0601 0.0504
C 0.863803 0.768889 3.338219 0.0020 0.0692 0.1223
C 1.370544 1.919568 4.142679 0.0009 -0.0121 -0.0342
C 0.803362 0.873401 1.922728 -0.0210 0.0522 -0.2230
S 1.265924 2.220882 0.991997 0.2390 -0.0810 -0.0262
C -0.364269 -2.830813 3.626674 0.0145 0.0170 0.0361
C -0.903287 -3.754554 2.536436 -0.0072 0.0102 -0.0237
C -1.456972 -2.608201 4.681552 0.0120 -0.0103 -0.0171
C 0.867102 -3.475870 4.278172 -0.0194 0.0161 -0.0010
C 0.847822 -2.028962 -1.285342 0.0123 0.0969 0.0327
S 2.360370 -1.333070 -1.104339 -0.0587 0.0289 0.0098
C -3.237415 -3.120846 -1.658796 0.0192 -0.0161 0.0070
C -3.516222 -4.394466 -0.847180 0.0001 0.0090 -0.0099
C -4.125680 -1.994623 -1.138996 0.0017 0.0268 0.0084
C -3.544417 -3.372388 -3.141172 0.0114 -0.0145 0.0174
H 1.329837 -5.248420 -2.385989 -0.0107 -0.0031 0.0096
H 2.225435 -4.529261 -1.030466 0.0079 0.0163 -0.0122
H 2.413486 -3.856496 -2.634296 -0.0095 -0.0149 -0.0092
H -1.018262 -4.699949 -2.125987 -0.0042 0.0112 0.0046
H -3.952048 3.230141 -1.169287 0.0031 -0.0061 -0.0032
H -2.923058 4.158531 -3.130568 -0.0002 -0.0069 -0.0028
H -1.900275 2.974922 -3.973961 0.0081 -0.0017 0.0026
H -1.147242 4.235035 -3.023193 -0.0069 0.0047 0.0015
H -2.979460 1.102145 2.852326 -0.0005 -0.0155 -0.0060
H -3.645316 -0.233916 1.917844 -0.0095 0.0104 0.0068
H -4.708603 0.726202 2.966632 0.0064 0.0030 0.0050
H -3.449035 3.524081 2.149074 -0.0058 -0.0025 0.0094
H -5.137353 3.119917 2.490532 -0.0085 0.0045 -0.0079
H -4.703247 3.845627 0.944051 0.0136 0.0016 0.0027
H -5.352299 0.245839 0.080893 0.0008 -0.0250 -0.0187
H -5.689829 1.906643 -0.420155 -0.0140 -0.0042 0.0134
H -6.294487 1.315991 1.127817 0.0077 -0.0057 0.0007
H 0.553009 -0.574220 4.941268 0.0039 -0.0031 -0.0115
H 1.428534 1.664078 5.199058 -0.0104 -0.0047 -0.0002
H 0.720989 2.788383 4.019583 0.0098 0.0032 -0.0141
H 2.359573 2.206391 3.781083 -0.0006 0.0095 0.0129
H -1.777812 -3.317596 2.050144 0.0170 -0.0092 0.0028
H -1.189821 -4.707683 2.984566 -0.0056 -0.0011 -0.0050
H -0.153538 -3.940437 1.766695 -0.0119 -0.0027 0.0031
H -2.320017 -2.099381 4.247045 -0.0013 -0.0058 -0.0014
H -1.098279 -2.014449 5.523805 -0.0042 0.0052 -0.0047
H -1.789806 -3.570547 5.074201 0.0034 0.0057 0.0078
H 1.656581 -3.632873 3.541365 -0.0023 -0.0041 0.0056
H 0.596395 -4.442488 4.706877 0.0054 0.0022 0.0031
H 1.270854 -2.854375 5.079684 0.0020 -0.0097 -0.0028
H -3.198935 -4.274388 0.190789 -0.0173 0.0037 -0.0083
H -3.005754 -5.265266 -1.261857 0.0075 0.0060 0.0157
H -4.586629 -4.607219 -0.853868 0.0073 -0.0079 -0.0130
H -3.919843 -1.791226 -0.086346 -0.0090 0.0094 -0.0082
H -5.173576 -2.283114 -1.244088 0.0017 0.0053 0.0004
H -3.957659 -1.070295 -1.693012 -0.0094 -0.0051 0.0151
H -2.910570 -4.159652 -3.554593 -0.0131 0.0048 -0.0036
H -3.387468 -2.465470 -3.727746 0.0028 -0.0067 0.0003
H -4.584338 -3.682899 -3.259147 0.0027 0.0040 -0.0029
C 6.690548 2.495422 -0.681822 -0.0265 0.0270 0.0217
N 5.932037 3.707206 -0.964012 0.0331 0.0351 -0.0533
C 6.077884 4.662231 0.114076 -0.0142 0.0062 -0.0302
C 4.516516 3.472791 -1.238764 -0.0004 0.0270 -0.0304
C 4.284778 2.523121 -2.392884 -0.0800 0.1463 0.0251
C 4.992917 2.792013 -3.567960 0.0641 -0.0615 -0.0135
C 4.829500 2.026224 -4.706670 -0.0296 -0.0215 0.0125
C 3.923463 0.974425 -4.685189 0.0018 0.0347 0.0363
C 3.200285 0.716756 -3.530506 0.1447 -0.0658 0.0633
C 3.367240 1.470775 -2.360901 0.0057 0.1321 -0.1678
H 7.741088 2.766600 -0.557548 -0.0004 -0.0068 -0.0072
H 6.616165 1.803861 -1.520353 -0.0245 -0.0099 0.0165
H 6.348538 1.976915 0.221497 -0.0182 -0.0135 0.0205
H 7.132162 4.909252 0.249304 -0.0004 -0.0027 0.0108
H 5.688833 4.279500 1.073412 -0.0033 0.0030 -0.0019
H 5.539226 5.580642 -0.128677 0.0060 0.0013 0.0042
H 4.099390 4.448225 -1.516202 -0.0726 -0.0123 0.0457
H 3.967628 3.134840 -0.349975 0.0522 -0.0680 0.0236
H 5.696930 3.616676 -3.558800 -0.0051 -0.0058 0.0086
H 5.392998 2.251161 -5.603804 0.0062 0.0000 0.0044
H 3.767959 0.362748 -5.566309 -0.0004 0.0006 0.0035
H 2.490240 -0.100608 -3.545026 -0.0178 0.0010 0.0124
N 4.367985 0.499689 0.945431 0.0136 0.0667 -0.0062
C 3.568275 0.802223 0.166351 0.0675 -0.0543 -0.0897

Max |F| in eV/Å, matching the order above: 4.1 0.5